{"formula": "CO2", "method": "ωB97M-V with the def2-TZVPD basis set", "elements": ["C", "O", "O"], "coordinates": [[0.000, 0.106, 0.000], [1.143, 0.255, 0.000], [-1.143, -0.334, 0.000]], "forces_ev_per_angstrom": [[-4.5, -3.7, 0.0], [0.0, 1.0, 0.0], [4.5, 2.7, 0.0]], "lowdin_charge": [-0.35, 0.22, 0.13], "lumo_ev": 0.34, "total_charge": 0, "smiles": "O=C=O", "e_homo_ev": -12.930, "gap_ev": 13.27, "e_above_lowest_kcal_mol": 6.1}